Density functional theory data (ωB97M-V/def2-TZVPD) for a structure of composition C22H20CdClN in a non-equilibrium geometry.

Geometry (Å):
C (-3.16, -1.26, 2.53)
C (-2.96, -1.86, 1.26)
C (-2.83, -0.79, 0.29)
H (-2.90, -2.92, 1.03)
C (-3.03, 0.45, 1.01)
C (-3.18, 0.16, 2.38)
H (-3.31, 0.89, 3.18)
H (-3.29, -1.78, 3.48)
H (-2.92, -0.92, -0.80)
H (-3.07, 1.43, 0.55)
Cd (-0.55, -0.98, -0.23)
Cl (0.13, -3.26, 0.13)
C (0.38, -2.86, -3.28)
C (-0.23, -1.72, -3.86)
C (-1.62, -1.99, -4.03)
H (0.29, -0.81, -4.17)
C (-1.86, -3.31, -3.54)
C (-0.62, -3.85, -3.08)
H (-0.47, -4.84, -2.67)
H (1.44, -2.98, -3.05)
H (-2.35, -1.33, -4.48)
H (-2.81, -3.83, -3.55)
C (4.65, 0.41, -0.96)
C (3.65, -0.45, -1.44)
C (2.30, -0.17, -1.21)
C (1.93, 0.82, -0.25)
C (2.95, 1.71, 0.17)
C (4.28, 1.52, -0.19)
N (0.67, 0.90, 0.30)
C (0.30, 1.75, 1.35)
C (0.76, 1.51, 2.67)
C (0.51, 2.42, 3.69)
C (-0.26, 3.56, 3.46)
C (-0.76, 3.79, 2.17)
C (-0.49, 2.91, 1.13)
H (5.71, 0.20, -1.13)
H (3.93, -1.35, -1.99)
H (1.54, -0.77, -1.73)
H (2.67, 2.55, 0.82)
H (5.04, 2.24, 0.16)
H (1.33, 0.59, 2.86)
H (0.90, 2.21, 4.69)
H (-0.43, 4.28, 4.26)
H (-1.39, 4.67, 1.99)
H (-0.88, 3.10, 0.12)

Results
**HOMO level**: -0.0196 Ha
**Charge**: -2
**Gap between HOMO and LUMO**: 5.409 eV
**Total energy**: -41714.78634 eV
**Energy above the lowest of the compared OMol25 structures with the same formula, charge and spin**: 2.1 kcal per mole


Density functional theory data (ωB97M-V/def2-TZVPD) for a structure of composition C33H43AsFN3OScSi in a non-equilibrium geometry.

Geometry (Å):
Sc (0.05, -0.56, -0.28)
N (0.32, -0.04, 2.10)
C (1.28, 1.03, 2.41)
C (2.56, 0.76, 1.63)
N (2.25, 0.67, 0.20)
H (-0.52, 0.13, 2.66)
H (0.71, -0.92, 2.44)
H (1.51, 1.08, 3.49)
H (0.84, 1.99, 2.11)
H (2.96, -0.21, 1.95)
H (3.31, 1.53, 1.86)
H (3.06, 0.29, -0.29)
H (2.14, 1.63, -0.16)
C (-0.50, -2.87, -3.20)
Si (-0.34, -1.05, -3.75)
C (1.16, -0.95, -4.94)
C (-2.02, -0.63, -4.57)
N (-0.17, -0.06, -2.31)
C (-0.13, 1.29, -2.49)
C (0.00, 1.96, -3.73)
C (0.02, 3.34, -3.82)
C (-0.09, 4.15, -2.70)
C (-0.21, 3.55, -1.46)
C (-0.23, 2.18, -1.40)
F (-0.31, 1.58, -0.09)
H (-1.47, -3.28, -3.48)
H (-0.39, -2.97, -2.12)
H (0.23, -3.50, -3.69)
H (1.42, -1.94, -5.30)
H (2.04, -0.55, -4.45)
H (0.98, -0.35, -5.82)
H (-2.28, -1.37, -5.32)
H (-2.03, 0.34, -5.05)
H (-2.81, -0.62, -3.82)
H (0.11, 1.38, -4.62)
H (0.13, 3.79, -4.80)
H (-0.09, 5.22, -2.79)
H (-0.28, 4.12, -0.55)
C (-7.56, 0.41, -0.15)
C (-6.73, 1.51, 0.03)
C (-5.36, 1.34, 0.00)
C (-4.81, 0.08, -0.19)
C (-5.64, -1.02, -0.38)
C (-7.01, -0.84, -0.36)
As (-2.82, 0.00, -0.12)
C (-2.77, 0.08, 1.84)
C (-2.95, 1.19, 2.64)
C (-2.86, 1.08, 4.02)
C (-2.58, -0.15, 4.60)
C (-2.41, -1.28, 3.82)
C (-2.52, -1.18, 2.43)
C (-2.42, -2.28, 1.49)
C (-2.29, -3.63, 1.81)
C (-2.37, -4.59, 0.81)
C (-2.57, -4.22, -0.51)
C (-2.67, -2.88, -0.85)
C (-2.58, -1.91, 0.14)
H (-8.63, 0.54, -0.14)
H (-7.16, 2.49, 0.20)
H (-4.70, 2.20, 0.12)
H (-5.21, -2.00, -0.53)
H (-7.66, -1.70, -0.50)
H (-3.17, 2.15, 2.19)
H (-3.02, 1.94, 4.65)
H (-2.50, -0.23, 5.68)
H (-2.21, -2.23, 4.28)
H (-2.17, -3.94, 2.84)
H (-2.29, -5.64, 1.07)
H (-2.65, -4.98, -1.27)
H (-2.85, -2.58, -1.87)
C (1.34, -4.45, -0.29)
C (1.86, -3.01, -0.15)
C (2.57, -2.57, -1.45)
C (2.86, -2.98, 1.03)
O (0.79, -2.15, 0.12)
H (2.13, -5.10, -0.66)
H (0.51, -4.48, -0.99)
H (0.98, -4.81, 0.67)
H (3.50, -3.12, -1.58)
H (2.77, -1.50, -1.41)
H (1.93, -2.76, -2.30)
H (3.48, -3.87, 1.02)
H (2.31, -2.95, 1.97)
H (3.51, -2.11, 0.97)

Results
**HOMO level**: -0.3794 Ha
**Charge**: +1
**Gap between HOMO and LUMO**: 7.755 eV
**Total energy**: -133571.13583 eV
**Energy above the lowest of the compared OMol25 structures with the same formula, charge and spin**: 31.7 kcal per mole


Density functional theory data (ωB97M-V/def2-TZVPD) for a cluster of 2 separate species, H2N2O3Si in total in a non-equilibrium geometry.

Geometry (Å):
N (-1.87, 0.64, 0.20)
N (-2.36, -0.33, -0.19)
O (-1.66, 1.82, 0.06)
O (-2.68, -1.50, -0.12)
O (0.60, 0.16, 0.14)
Si (2.08, -0.09, 0.01)
H (3.37, 0.58, 0.59)
H (2.52, -1.28, -0.68)

Results
**Structure (SMILES)**: O=[SiH2].O=NN=O
**HOMO level**: -0.3501 Ha
**Gap between HOMO and LUMO**: 8.849 eV
**Total energy**: -17026.17346 eV
**Energy above the lowest of the compared OMol25 structures with the same formula, charge and spin**: 50.9 kcal per mole


Density functional theory data (ωB97M-V/def2-TZVPD) for a cluster of 12 separate species, C57H126Cl12O27 in total in a non-equilibrium geometry.

Geometry (Å):
C (-2.49, 2.11, -4.06)
O (-3.06, 0.78, -4.23)
C (-4.10, 0.56, -5.26)
C (-3.51, 0.84, -6.65)
O (-2.40, -0.01, -6.96)
C (-2.00, 0.00, -8.31)
C (-0.93, -1.06, -8.73)
O (-1.43, -2.37, -8.53)
C (-0.42, -3.40, -8.65)
H (-3.31, 2.82, -3.99)
H (-1.85, 2.32, -4.93)
H (-1.90, 2.19, -3.15)
H (-4.91, 1.26, -5.04)
H (-4.52, -0.44, -5.17)
H (-3.17, 1.88, -6.70)
H (-4.35, 0.67, -7.32)
H (-1.82, 1.02, -8.66)
H (-2.82, -0.28, -8.97)
H (0.01, -0.74, -8.27)
H (-0.83, -0.97, -9.81)
H (-0.93, -4.34, -8.43)
H (0.43, -3.26, -7.98)
H (0.05, -3.43, -9.64)
C (-3.79, -4.20, 5.00)
O (-2.42, -3.80, 4.71)
C (-2.08, -3.88, 3.27)
C (-1.78, -5.38, 2.88)
O (-3.01, -6.08, 2.87)
C (-2.89, -7.45, 2.40)
C (-4.02, -8.37, 2.98)
O (-3.76, -9.00, 4.17)
C (-3.88, -8.11, 5.28)
H (-4.11, -3.79, 5.95)
H (-3.94, -5.27, 5.08)
H (-4.50, -3.87, 4.24)
H (-1.15, -3.36, 3.05)
H (-2.77, -3.41, 2.58)
H (-1.07, -5.84, 3.56)
H (-1.25, -5.58, 1.95)
H (-1.92, -7.82, 2.72)
H (-2.97, -7.54, 1.31)
H (-4.08, -9.21, 2.29)
H (-4.99, -7.88, 2.89)
H (-3.06, -7.38, 5.33)
H (-3.99, -8.59, 6.25)
H (-4.81, -7.56, 5.19)
C (7.47, 2.80, 1.14)
O (6.81, 3.68, 2.00)
C (6.07, 3.05, 3.03)
C (5.57, 4.14, 3.88)
O (4.71, 3.58, 4.80)
C (3.92, 4.52, 5.51)
C (2.80, 3.87, 6.39)
O (3.39, 3.72, 7.67)
C (2.55, 3.07, 8.63)
H (8.36, 2.43, 1.64)
H (7.68, 3.32, 0.20)
H (6.83, 1.96, 0.88)
H (6.60, 2.32, 3.66)
H (5.22, 2.56, 2.56)
H (5.00, 4.86, 3.28)
H (6.30, 4.68, 4.47)
H (3.39, 5.07, 4.73)
H (4.57, 5.19, 6.08)
H (2.53, 2.90, 5.96)
H (1.98, 4.56, 6.57)
H (2.71, 3.66, 9.53)
H (2.92, 2.07, 8.83)
H (1.48, 3.05, 8.41)
C (1.06, -6.26, -2.21)
O (0.15, -5.32, -2.84)
C (0.72, -3.96, -2.86)
C (-0.36, -2.92, -3.21)
O (-1.07, -3.39, -4.40)
C (-2.12, -2.44, -4.73)
C (-2.92, -3.22, -5.71)
O (-3.26, -4.48, -5.16)
C (-4.26, -5.04, -6.03)
H (1.39, -5.94, -1.22)
H (1.94, -6.45, -2.81)
H (0.52, -7.21, -2.22)
H (1.60, -3.86, -3.48)
H (1.05, -3.76, -1.84)
H (0.05, -1.97, -3.54)
H (-0.98, -2.84, -2.32)
H (-1.91, -1.45, -5.13)
H (-2.62, -2.19, -3.80)
H (-2.44, -3.29, -6.68)
H (-3.79, -2.57, -5.75)
H (-3.89, -5.02, -7.06)
H (-5.18, -4.46, -5.94)
H (-4.52, -6.07, -5.82)
C (-5.51, -0.90, -2.13)
O (-4.93, -2.09, -2.78)
C (-5.26, -3.34, -2.15)
C (-4.31, -3.63, -1.09)
O (-4.32, -2.79, 0.01)
C (-5.48, -2.97, 0.82)
C (-5.79, -4.41, 1.38)
O (-6.86, -4.37, 2.33)
C (-7.24, -5.63, 2.83)
H (-4.98, -0.16, -2.73)
H (-5.32, -0.77, -1.07)
H (-6.59, -0.79, -2.18)
H (-5.17, -4.15, -2.88)
H (-6.28, -3.32, -1.78)
H (-3.34, -3.60, -1.59)
H (-4.49, -4.68, -0.87)
H (-6.30, -2.54, 0.25)
H (-5.36, -2.35, 1.71)
H (-4.88, -4.93, 1.70)
H (-6.19, -4.91, 0.51)
H (-6.42, -6.28, 3.13)
H (-7.73, -6.18, 2.03)
H (-8.00, -5.70, 3.61)
C (-2.08, 8.78, 4.63)
O (-1.08, 7.88, 5.12)
C (-0.62, 7.13, 4.07)
C (0.37, 6.07, 4.54)
O (0.85, 5.23, 3.49)
C (-0.14, 4.40, 2.76)
C (-0.74, 3.29, 3.59)
O (-1.79, 3.71, 4.48)
C (-2.54, 2.60, 5.06)
H (-2.48, 9.36, 5.46)
H (-2.87, 8.18, 4.17)
H (-1.89, 9.45, 3.79)
H (-0.04, 7.74, 3.38)
H (-1.46, 6.69, 3.54)
H (-0.01, 5.40, 5.31)
H (1.21, 6.51, 5.07)
H (0.39, 3.95, 1.93)
H (-0.90, 4.93, 2.19)
H (0.07, 2.94, 4.23)
H (-1.16, 2.56, 2.89)
H (-3.31, 3.02, 5.71)
H (-2.02, 1.88, 5.68)
H (-3.07, 2.06, 4.27)
C (0.21, 4.86, -4.14)
O (0.60, 5.69, -2.97)
C (-0.35, 5.51, -1.93)
C (0.16, 6.16, -0.63)
O (1.50, 5.98, -0.28)
C (1.80, 6.86, 0.85)
C (3.10, 6.52, 1.57)
O (4.26, 6.90, 0.85)
C (4.66, 5.95, -0.14)
H (0.78, 5.14, -5.03)
H (-0.85, 4.94, -4.36)
H (0.37, 3.82, -3.87)
H (-0.47, 4.45, -1.72)
H (-1.29, 6.00, -2.21)
H (-0.49, 5.82, 0.18)
H (-0.02, 7.23, -0.74)
H (0.97, 6.87, 1.56)
H (1.86, 7.89, 0.50)
H (3.01, 5.50, 1.95)
H (3.15, 7.11, 2.49)
H (3.92, 5.67, -0.90)
H (5.10, 5.06, 0.31)
H (5.49, 6.47, -0.62)
C (7.56, -0.01, -2.04)
O (6.67, -0.75, -1.20)
C (5.31, -0.73, -1.48)
C (4.66, -1.79, -0.55)
O (4.53, -3.07, -1.17)
C (5.78, -3.83, -1.35)
C (5.53, -5.27, -1.78)
O (4.88, -5.34, -3.02)
C (4.85, -6.65, -3.62)
H (7.60, -0.36, -3.07)
H (8.54, -0.27, -1.65)
H (7.50, 1.08, -2.06)
H (5.14, -0.97, -2.53)
H (4.84, 0.25, -1.35)
H (3.66, -1.49, -0.24)
H (5.32, -1.87, 0.32)
H (6.38, -3.88, -0.44)
H (6.45, -3.46, -2.13)
H (4.97, -5.89, -1.08)
H (6.52, -5.73, -1.79)
H (4.56, -7.46, -2.96)
H (5.88, -6.97, -3.80)
H (4.40, -6.76, -4.61)
C (-1.38, -1.49, 0.71)
O (-0.48, -1.23, -0.36)
C (-0.11, 0.10, -0.75)
C (1.44, 0.14, -1.04)
O (2.05, 1.32, -1.61)
C (1.91, 2.56, -0.92)
C (2.60, 2.51, 0.50)
O (1.79, 2.01, 1.53)
C (2.42, 2.16, 2.79)
H (-1.00, -1.11, 1.65)
H (-1.45, -2.57, 0.80)
H (-2.40, -1.18, 0.46)
H (-0.29, 0.85, 0.03)
H (-0.73, 0.36, -1.61)
H (1.80, -0.64, -1.71)
H (1.96, -0.19, -0.14)
H (0.88, 2.90, -0.81)
H (2.37, 3.32, -1.55)
H (2.99, 3.51, 0.68)
H (3.48, 1.89, 0.32)
H (2.77, 3.16, 3.04)
H (3.26, 1.46, 2.89)
H (1.84, 1.71, 3.59)
C (-4.01, 2.75, 0.64)
Cl (-2.94, 1.40, 1.22)
Cl (-5.11, 2.19, -0.58)
Cl (-5.03, 3.26, 2.00)
Cl (-2.97, 4.03, -0.04)
C (5.60, 3.72, -3.75)
Cl (4.11, 4.70, -4.15)
Cl (5.25, 2.89, -2.21)
Cl (5.94, 2.49, -4.97)
Cl (6.99, 4.77, -3.52)
C (-0.42, -0.38, 6.72)
Cl (-0.89, 0.11, 8.35)
Cl (-1.76, -0.68, 5.59)
Cl (0.55, 0.93, 6.14)
Cl (0.53, -1.92, 6.86)

Results
**Structure (SMILES)**: ClC(Cl)(Cl)Cl.ClC(Cl)(Cl)Cl.ClC(Cl)(Cl)Cl.COCCOCCOC.COCCOCCOC.COCCOCCOC.COCCOCCOC.COCCOCCOC.COCCOCCOC.COCCOCCOC.COCCOCCOC.COCCOCCOC
**HOMO level**: -0.3183 Ha
**Gap between HOMO and LUMO**: 8.635 eV
**Total energy**: -266682.74872 eV


Density functional theory data (ωB97M-V/def2-TZVPD) for a structure of composition C2H5MgO3 in a non-equilibrium geometry.

Geometry (Å):
H (1.02, -1.32, 1.13)
O (-0.92, -1.63, 0.96)
O (-1.82, -1.36, 0.05)
C (0.07, -0.83, 1.40)
H (-0.32, -0.27, 2.25)
Mg (-1.41, -0.67, -1.77)
O (-0.23, 0.93, -1.74)
C (0.65, 1.36, -0.92)
H (0.70, 2.47, -0.85)
H (0.60, 0.37, 0.60)
H (1.66, 0.95, -1.11)

Results
**⟨S²⟩**: 0.7543
**HOMO level (spin up / spin down)**: -0.7482 / -0.7464 Ha
**Charge**: +2
**Gap between HOMO and LUMO (spin up / spin down)**: 9.093 / 7.986 eV
**Total energy**: -13716.16526 eV
**2S+1**: 2


Density functional theory data (ωB97M-V/def2-TZVPD) for a structure of composition C12H30N2O4Rb in a non-equilibrium geometry.

Geometry (Å):
Rb (-0.94, 1.07, 2.54)
C (-2.14, -8.18, -3.73)
O (-1.07, -7.34, -3.36)
C (-1.38, -5.97, -3.53)
C (-0.24, -4.96, -3.20)
N (0.36, -5.36, -1.96)
C (1.34, -4.45, -1.42)
C (1.77, -4.73, 0.03)
O (1.51, -3.64, 0.89)
C (2.05, -3.77, 2.20)
H (-3.11, -7.78, -3.45)
H (-1.99, -9.19, -3.33)
H (-2.05, -8.17, -4.82)
H (-2.18, -5.61, -2.88)
H (-1.62, -5.68, -4.55)
H (-0.64, -3.95, -3.10)
H (0.48, -5.13, -4.00)
H (0.72, -6.31, -1.89)
H (1.00, -3.43, -1.59)
H (2.24, -4.62, -2.02)
H (2.86, -4.78, -0.01)
H (1.46, -5.70, 0.43)
H (2.34, -2.77, 2.55)
H (2.79, -4.56, 2.26)
H (1.17, -3.99, 2.80)
C (-2.29, 4.56, 4.97)
O (-1.39, 4.96, 3.96)
C (-1.62, 6.26, 3.41)
C (-0.57, 6.70, 2.35)
N (-0.20, 5.82, 1.33)
C (0.75, 6.36, 0.34)
C (1.11, 5.42, -0.80)
O (1.42, 4.09, -0.32)
C (1.71, 3.23, -1.40)
H (-3.30, 4.94, 4.82)
H (-1.97, 4.91, 5.95)
H (-2.31, 3.47, 5.00)
H (-1.85, 7.05, 4.13)
H (-2.50, 6.45, 2.79)
H (0.30, 7.12, 2.87)
H (-0.94, 7.57, 1.81)
H (-1.08, 5.75, 0.85)
H (1.70, 6.46, 0.86)
H (0.50, 7.33, -0.08)
H (1.94, 5.96, -1.26)
H (0.27, 5.44, -1.49)
H (2.53, 3.62, -2.00)
H (0.82, 3.12, -2.03)
H (2.22, 2.40, -0.91)

Results
**HOMO level**: -0.3671 Ha
**Charge**: +1
**Gap between HOMO and LUMO**: 6.138 eV
**Total energy**: -24745.84621 eV
**Energy above the lowest of the compared OMol25 structures with the same formula, charge and spin**: 84.9 kcal per mole


Density functional theory data (ωB97M-V/def2-TZVPD) for a structure of composition C4F6NO8PtS2 in a non-equilibrium geometry.

Geometry (Å):
Pt (0.05, -0.07, 0.07)
O (4.00, 0.10, 1.41)
C (2.98, -0.08, 0.93)
O (2.16, -0.29, 0.10)
C (1.05, -0.07, 3.21)
O (1.68, 0.08, 4.15)
O (0.15, -0.22, 2.47)
F (-0.89, -0.75, -2.58)
C (-2.13, -0.28, -2.86)
F (-2.05, 0.49, -3.91)
F (-2.94, -1.29, -3.06)
S (-2.66, 0.69, -1.35)
O (-1.91, -0.01, -0.23)
O (-4.06, 0.66, -1.23)
N (-2.04, 2.07, -1.64)
S (-0.88, 2.90, -1.03)
O (-0.05, 2.06, -0.11)
O (-1.25, 4.17, -0.54)
C (0.21, 3.01, -2.54)
F (-0.45, 3.47, -3.57)
F (1.30, 3.70, -2.30)
F (0.55, 1.72, -2.77)

Results
**HOMO level (spin up / spin down)**: -0.5503 / -0.5488 Ha
**Charge**: +1
**Gap between HOMO and LUMO (spin up / spin down)**: 7.757 / 7.656 eV
**Total energy**: -63228.52460 eV
**Energy above the lowest of the compared OMol25 structures with the same formula, charge and spin**: 27.3 kcal per mole


Density functional theory data (ωB97M-V/def2-TZVPD) for a structure of composition C19H18HgIN4O4.

Geometry (Å):
Hg (3.34, 0.77, -1.65)
C (2.81, 0.98, 2.87)
C (2.91, 1.19, 1.39)
N (3.25, 0.15, 0.59)
O (3.24, -1.11, 1.27)
C (2.69, 2.44, 0.82)
C (2.34, 3.67, 1.62)
N (2.83, 2.60, -0.54)
O (2.68, 3.78, -1.07)
H (3.56, 0.25, 3.20)
H (1.84, 0.57, 3.18)
H (2.97, 1.91, 3.42)
H (2.51, -1.56, 0.81)
H (1.76, 3.42, 2.51)
H (1.77, 4.34, 0.98)
H (3.22, 4.24, 1.95)
I (5.24, -0.11, -3.40)
O (0.50, 0.90, -3.87)
C (0.27, 0.23, -2.88)
N (-1.02, -0.01, -2.40)
C (-0.99, -0.76, -1.18)
C (0.54, -1.08, -1.11)
O (0.98, -1.81, -0.23)
N (1.19, -0.41, -2.07)
C (-1.40, 0.13, -0.01)
C (-0.47, 1.02, 0.54)
C (-0.88, 1.94, 1.50)
C (-2.20, 1.97, 1.92)
C (-3.12, 1.09, 1.39)
C (-2.72, 0.17, 0.42)
C (-1.77, -2.07, -1.22)
C (-1.85, -2.85, -0.07)
C (-2.54, -4.06, -0.09)
C (-3.15, -4.50, -1.26)
C (-3.06, -3.73, -2.41)
C (-2.37, -2.52, -2.39)
H (-1.80, 0.49, -2.76)
H (0.57, 1.01, 0.23)
H (-0.15, 2.63, 1.90)
H (-2.51, 2.69, 2.67)
H (-4.16, 1.11, 1.71)
H (-3.44, -0.51, 0.00)
H (-1.36, -2.51, 0.83)
H (-2.59, -4.66, 0.81)
H (-3.68, -5.44, -1.28)
H (-3.52, -4.07, -3.33)
H (-2.28, -1.93, -3.29)

Results
**⟨S²⟩**: 0.7845
**HOMO level (spin up / spin down)**: 0.0421 / -0.0129 Ha
**Charge**: -2
**Gap between HOMO and LUMO (spin up / spin down)**: 3.285 / 4.781 eV
**Total energy**: -46420.76604 eV
**2S+1**: 2
**Energy above the lowest of the compared OMol25 structures with the same formula, charge and spin**: 0.0 kcal per mole